{"formula": "C4H12", "method": "ωB97M-V/def2-TZVPD", "symbols": ["C", "C", "H", "H", "H", "H", "H", "H", "C", "C", "H", "H", "H", "H", "H", "H"], "coordinates": [[-0.720, -1.949, -1.688], [-0.820, -1.751, -0.182], [-1.104, -2.909, -2.071], [-1.472, -1.290, -2.134], [0.222, -1.854, -2.228], [-1.797, -1.277, 0.131], [-0.042, -1.155, 0.268], [-0.681, -2.690, 0.342], [0.865, 2.551, 1.047], [0.726, 1.057, 0.875], [0.850, 3.037, 2.023], [1.721, 3.053, 0.632], [0.175, 3.261, 0.596], [0.012, 0.560, 1.526], [1.676, 0.568, 1.049], [0.390, 0.787, -0.183]], "forces_ev_per_a": [[-1.418, -0.162, -1.059], [-0.340, -0.260, 0.650], [0.145, -0.105, 0.749], [0.514, 0.396, -0.298], [0.217, 0.454, 0.577], [0.993, -0.703, -0.413], [0.211, 0.372, -0.376], [-0.420, -0.339, 0.111], [-0.269, 2.353, 0.274], [-0.469, -0.102, -1.493], [0.104, -1.057, 0.800], [1.238, -0.765, -0.417], [-1.192, -0.885, -0.602], [-0.164, 0.396, 0.210], [0.254, -0.126, -0.040], [0.595, 0.533, 1.327]], "relative_energy_ev": 0.867, "e_lumo_ev": 1.0907, "orbital_gap_ev": 12.415, "fmax_ev_per_a": 2.384, "smiles": "CC.CC", "charge": 0}